Density functional theory data (ωB97M-V/def2-TZVPD) for an isolated molecule of C10H15BrN3O2P.

Its HOMO-LUMO gap is 9.882 eV. The largest force on an atom is 0.55 eV/Å. Its energy above the lowest of the compared OMol25 structures with the same formula, charge and spin is 0.0 kcal per mole. The HOMO energy is -0.3474 hartree. The value obtained for the LUMO energy is 0.016 hartree. For the total energy, the calculation gives -98510.2827 eV.

Structure (XYZ):
```
32
Properties=species:S:1:pos:R:3:forces:R:3:mulliken_charge:R:1
C -2.226554 0.144656 1.557077 0.099 0.162 -0.012 -0.86
C -2.518487 0.008582 0.051959 -0.346 -0.141 -0.218 -0.65
N -1.430079 -0.453260 -0.810594 0.521 0.145 -0.123 0.28
C -0.498452 0.557701 -1.337402 0.044 -0.013 0.210 -1.02
C 0.025858 1.631414 -0.375207 0.119 0.038 0.000 -1.35
C 1.114112 1.161882 0.617455 0.065 0.155 0.081 0.93
C 1.081257 2.030326 1.802610 0.106 -0.398 -0.353 -0.23
N 1.058502 2.708204 2.724402 -0.058 0.319 0.319 -0.58
C 2.576064 1.165001 0.050995 -0.130 -0.095 0.115 0.30
C 2.609361 1.210865 -1.408651 0.022 0.103 0.460 0.01
N 2.645407 1.247626 -2.552639 0.019 -0.033 -0.436 -0.50
P 3.723344 -0.296980 0.484038 -0.056 0.010 -0.222 0.07
O 2.917137 -1.527636 -0.182331 -0.177 0.026 0.253 -0.38
Br 3.210000 -0.522540 2.646885 -0.058 0.091 0.016 -0.21
C -0.839152 -1.694402 -0.453528 -0.224 0.113 0.185 0.46
C -1.334015 -2.893668 -1.202036 -0.055 -0.143 0.082 -1.27
O 0.051935 -1.787655 0.365608 0.341 0.013 -0.235 -0.69
H -2.650958 -0.683749 2.125035 0.093 0.000 -0.020 0.36
H -1.156047 0.177705 1.763934 -0.095 -0.062 -0.004 0.18
H -2.652815 1.071913 1.947555 -0.040 -0.100 -0.004 0.31
H -2.842411 0.966862 -0.361950 0.042 -0.070 -0.002 0.45
H -3.363713 -0.674102 -0.091086 0.028 0.062 0.020 0.35
H 0.337309 0.029163 -1.804316 -0.073 0.018 0.046 0.61
H -1.011503 1.073012 -2.155938 -0.027 -0.016 0.092 0.17
H 0.431728 2.455167 -0.970660 -0.074 -0.044 0.026 0.49
H -0.800402 2.055469 0.199919 0.004 -0.063 -0.063 0.66
H 0.865932 0.159375 0.968696 0.002 -0.038 -0.071 0.11
H 3.094232 2.063333 0.406063 0.008 -0.117 -0.023 0.55
H 2.030473 -1.719517 0.182641 0.034 0.026 -0.158 0.41
H -0.618357 -3.059226 -2.016474 -0.092 0.048 0.026 0.29
H -1.312915 -3.778827 -0.566564 -0.041 0.040 -0.061 0.38
H -2.311369 -2.722116 -1.646848 0.000 -0.038 0.072 0.37
```
Forces are in eV/Å.